Record 1
{"formula": "C3H6N4O", "method": "wB97M-V/def2-TZVPD", "mol_weight_da": 114.1, "charge": 0, "smiles": "[H]/N=C/N/N=C\\NC=O", "e_lumo_ev": 0.53, "e_above_lowest_kj_mol": 240.3, "elements": ["C", "C", "C", "H", "H", "H", "H", "H", "H", "N", "N", "N", "N", "O"], "coordinates": [[2.37443, -0.12161, 0.04598], [-1.03811, -1.31986, -0.02951], [-2.04501, 1.11147, -0.01892], [3.97563, 0.86254, 0.19741], [2.74363, -1.18671, 0.44078], [0.39160, 0.85818, -0.32098], [-1.43922, -2.25201, -0.03969], [-2.88873, -0.73538, 0.04226], [-3.10269, 1.48774, 0.01158], [3.00162, 0.99432, -0.10253], [0.96415, -0.05635, -0.16678], [0.20670, -1.21910, -0.03906], [-2.02836, -0.26856, -0.05029], [-1.11564, 1.84531, 0.02974]], "forces_ev_per_angstrom": [[-1.2902, 0.1469, 0.4985], [1.0465, 4.4038, -0.1028], [-2.0726, -1.5490, 0.3909], [-0.3359, 0.1144, -0.3454], [-0.7876, 2.3856, -1.0388], [1.7726, -1.6057, 0.5992], [-1.2655, -2.5649, 0.1861], [-1.5201, 0.1806, -0.0400], [0.5735, -0.2685, -0.0963], [0.2977, -1.8819, 0.6082], [-1.5823, -0.3389, -0.0037], [2.7252, 0.3759, -0.2178], [0.8591, -0.5001, -0.1926], [1.5796, 1.1017, -0.2455]], "mulliken_charge": [0.08, -0.08, 0.14, 0.24, 0.29, 0.31, 0.40, 0.21, 0.32, -0.61, 0.07, -0.58, -0.21, -0.58]}

=====

Record 2
{"formula": "C23H33ClN3O3", "method": "wB97M-V/def2-TZVPD", "mol_weight_da": 435.0, "charge": 1, "smiles": "CCOc1cc(CNCC[NH+](C)C)c(Cl)cc1OCC(=O)NCCc1ccccc1", "e_lumo_ev": -1.85, "e_above_lowest_kj_mol": 14.2, "elements": ["C", "C", "H", "H", "O", "C", "C", "C", "C", "C", "C", "O", "C", "H", "H", "C", "O", "N", "H", "C", "H", "C", "C", "C", "C", "C", "C", "C", "H", "H", "H", "H", "H", "H", "H", "H", "H", "Cl", "C", "N", "H", "C", "H", "H", "C", "N", "C", "H", "H", "H", "C", "H", "H", "H", "H", "H", "H", "H", "H", "H", "H", "H", "H"], "coordinates": [[-4.83072, -3.60724, -0.39077], [-4.28858, -3.03508, 0.91161], [-4.98648, -3.23099, 1.72929], [-3.31952, -3.47613, 1.15653], [-4.20643, -1.61348, 0.88792], [-3.41284, -0.95091, 0.01890], [-3.81025, 0.36110, -0.23423], [-3.08813, 1.23370, -1.03278], [-1.93483, 0.73892, -1.63571], [-1.52265, -0.56694, -1.42599], [-2.21262, -1.41248, -0.56778], [-1.77847, -2.66557, -0.24715], [-0.50784, -3.09074, -0.66632], [-0.43182, -3.11653, -1.76255], [-0.42062, -4.11328, -0.28800], [0.63148, -2.24033, -0.08829], [0.42963, -1.23819, 0.57857], [1.85243, -2.69681, -0.38719], [1.95347, -3.51053, -0.97373], [3.06545, -2.01136, 0.01212], [3.79952, -2.75072, 0.33798], [3.64464, -1.16407, -1.12997], [4.85638, -0.41590, -0.64637], [6.11904, -0.98637, -0.73331], [7.22963, -0.31121, -0.25863], [7.08854, 0.94199, 0.31233], [5.83270, 1.51689, 0.40587], [4.72350, 0.83982, -0.06888], [3.74386, 1.29352, 0.00062], [5.71826, 2.49596, 0.84706], [7.95452, 1.47014, 0.68042], [8.20663, -0.76315, -0.33647], [6.23554, -1.96193, -1.18295], [3.91413, -1.81610, -1.96289], [2.88157, -0.46166, -1.47273], [2.81218, -1.36914, 0.85838], [-0.62618, -0.90008, -1.92073], [-0.95750, 1.75675, -2.65469], [-3.48950, 2.67542, -1.20591], [-2.47837, 3.52682, -0.58602], [-2.43342, 4.42663, -1.04409], [-2.54674, 3.66527, 0.85742], [-2.86991, 4.66045, 1.18014], [-3.25282, 2.93836, 1.26647], [-1.14101, 3.40032, 1.41689], [-0.71630, 2.03543, 1.02911], [0.73361, 1.91235, 0.82222], [0.96591, 0.87248, 0.59211], [1.04713, 2.54667, -0.00392], [1.26428, 2.20245, 1.72764], [-1.18258, 1.01849, 1.98389], [-0.73819, 1.20621, 2.95987], [-2.26542, 1.03947, 2.06901], [-0.87371, 0.03238, 1.64027], [-0.45224, 4.11934, 0.97088], [-1.11217, 3.50393, 2.50184], [-1.17821, 1.86225, 0.11298], [-3.51767, 2.91455, -2.27036], [-4.49356, 2.83626, -0.79265], [-4.72858, 0.68712, 0.22920], [-4.97887, -4.67729, -0.28137], [-5.78328, -3.14406, -0.63641], [-4.13598, -3.43316, -1.20871]], "forces_ev_per_angstrom": [[0.1320, 0.3208, 0.2871], [-0.1781, -0.7195, -0.0495], [0.1297, -0.0022, -0.0968], [-0.2057, 0.0973, 0.0538], [0.2337, 0.3326, 0.0690], [0.1620, 0.0388, -0.1770], [0.1551, -0.1876, -0.1040], [-0.0066, 0.0431, -0.1306], [-0.1301, -0.2030, -0.0291], [-0.0759, 0.0333, -0.0258], [-0.3369, 0.2245, 0.0389], [-0.0683, 0.1487, 0.0906], [-0.0227, 0.0472, 0.0138], [0.0086, -0.0121, 0.1162], [0.0607, 0.1170, -0.1204], [-0.1328, -0.2885, -0.1451], [0.0176, -0.0250, 0.1790], [0.1852, -0.2459, -0.1055], [-0.1410, -0.0033, 0.0321], [0.1080, 0.2582, -0.0965], [-0.0412, 0.0624, 0.0483], [0.0385, -0.0597, 0.3212], [-0.0740, -0.0289, -0.1503], [-0.0331, 0.0349, 0.0105], [0.0722, -0.0218, 0.0294], [0.0599, 0.0281, 0.0232], [-0.0191, 0.0877, 0.0678], [0.0361, -0.0469, -0.0103], [-0.1139, 0.0554, -0.0165], [0.0023, 0.0856, 0.0344], [0.0792, 0.0500, 0.0279], [0.0932, -0.0363, -0.0088], [0.0115, -0.1142, -0.0723], [-0.0552, 0.0245, -0.0603], [-0.0348, -0.0368, -0.0529], [0.0968, -0.1333, -0.0510], [0.1181, -0.0288, -0.0299], [0.0537, -0.1061, -0.1316], [-0.0496, -0.1447, -0.0562], [-0.1512, 0.3283, -0.0544], [0.0307, -0.0408, 0.0184], [0.3640, -0.0447, 0.1090], [-0.0088, -0.1226, 0.0074], [-0.0268, 0.0486, 0.0235], [-0.5229, 0.6856, 0.0650], [-0.1743, 0.0800, -0.3173], [0.7801, -0.1547, -0.2021], [-0.0740, 0.0700, 0.0200], [-0.1272, 0.0900, 0.0087], [-0.1134, 0.0492, 0.0612], [-0.2882, -0.7033, 0.5025], [0.0560, 0.1321, -0.0424], [-0.0195, 0.1394, -0.0496], [-0.0276, 0.1245, -0.0739], [0.0268, -0.1295, 0.0292], [0.1304, -0.1343, -0.0128], [0.1940, 0.0370, 0.2636], [-0.0514, 0.0339, 0.0570], [0.0581, -0.0185, -0.0615], [-0.1334, 0.0577, 0.0858], [-0.0101, -0.1347, -0.0166], [-0.0977, -0.0031, -0.0344], [0.0515, -0.0355, -0.1088]], "mulliken_charge": [-1.02, -0.27, 0.42, 0.17, -0.53, 0.01, -0.59, 0.84, 0.39, -0.03, 0.37, -0.34, -1.03, 0.41, 0.54, 0.53, -0.57, -0.09, 0.28, -0.71, 0.41, -0.72, 0.19, -0.37, -0.61, -0.43, -0.65, -0.01, 0.32, 0.39, 0.39, 0.38, 0.39, 0.45, 0.26, 0.26, 0.60, -0.17, -2.20, -0.03, 0.29, -0.77, 0.44, 0.30, -0.54, 1.13, -1.01, 0.12, 0.46, 0.54, -0.81, 0.42, 0.43, 0.04, 0.36, 0.37, -0.69, 0.56, 0.37, 0.43, 0.38, 0.32, 0.23]}

=====

Record 3
{"formula": "C28H49BrFINO5", "method": "wB97M-V/def2-TZVPD", "mol_weight_da": 705.5, "charge": 1, "e_lumo_ev": -4.13, "e_above_lowest_kj_mol": 0.0, "elements": ["C", "C", "C", "Br", "N", "C", "C", "C", "F", "C", "C", "I", "H", "H", "H", "H", "H", "H", "H", "H", "H", "C", "C", "C", "O", "C", "H", "H", "H", "H", "H", "H", "H", "H", "C", "C", "C", "O", "C", "H", "H", "H", "H", "H", "H", "H", "H", "C", "C", "C", "O", "C", "H", "H", "H", "H", "H", "H", "H", "H", "C", "C", "C", "O", "C", "H", "H", "H", "H", "H", "H", "H", "H", "C", "C", "C", "O", "C", "H", "H", "H", "H", "H", "H", "H", "H"], "coordinates": [[-1.87526, -2.82707, 0.91217], [-1.86412, -1.51435, 1.74385], [-3.22167, -0.76392, 1.81584], [-3.42733, 0.21067, 3.50719], [-4.41110, -1.57262, 1.48372], [-5.11185, -1.19202, 0.39544], [-6.20396, -1.84674, -0.06470], [-6.63138, -2.97532, 0.62698], [-7.66443, -3.66375, 0.21037], [-5.94575, -3.37033, 1.76463], [-4.84757, -2.65419, 2.16604], [-3.88296, -3.36820, 3.90533], [-2.71567, -2.91997, 0.21170], [-0.96259, -2.89096, 0.30829], [-1.87814, -3.67837, 1.60175], [-1.56594, -1.74851, 2.77073], [-1.12971, -0.82947, 1.30711], [-3.16962, 0.03651, 1.05806], [-4.75023, -0.32055, -0.14964], [-6.73116, -1.50142, -0.95034], [-6.24665, -4.25122, 2.32286], [3.85080, -0.41388, 0.37338], [2.79895, -0.26947, -0.71636], [1.85680, -1.41780, -0.39152], [1.91213, -1.61065, 1.02741], [3.01431, -0.86079, 1.56018], [4.40898, 0.50098, 0.56749], [4.56279, -1.19670, 0.10130], [2.27846, 0.68583, -0.60636], [3.20116, -0.32238, -1.72708], [2.18176, -2.34666, -0.87194], [0.82545, -1.21320, -0.69200], [2.60719, -0.00170, 2.10457], [3.57369, -1.48180, 2.26037], [-2.21458, 2.37301, -2.74093], [-2.70157, 0.98972, -3.14862], [-2.33871, 0.15744, -1.93102], [-2.41667, 1.03420, -0.79227], [-2.52750, 2.39458, -1.25424], [-2.69343, 3.18502, -3.28478], [-1.13601, 2.44604, -2.89756], [-3.78714, 1.00374, -3.28377], [-2.24922, 0.61700, -4.06673], [-1.31335, -0.21916, -1.99729], [-3.01192, -0.69302, -1.78600], [-3.55195, 2.73276, -1.06798], [-1.84530, 3.02808, -0.68803], [-1.49990, -1.54549, -8.29190], [-0.08997, -0.97373, -8.27125], [-0.22252, 0.14738, -7.25322], [-1.22886, -0.26389, -6.31625], [-1.91158, -1.41283, -6.83463], [-1.55390, -2.57030, -8.65624], [-2.14307, -0.92534, -8.92089], [0.61164, -1.72876, -7.90810], [0.25804, -0.62581, -9.24247], [-0.55868, 1.07601, -7.72532], [0.70935, 0.34573, -6.72243], [-1.59617, -2.28562, -6.25210], [-2.98818, -1.28354, -6.71150], [-1.44276, 3.36471, 5.34253], [-0.96297, 4.74847, 5.75847], [0.02509, 5.08084, 4.65091], [-0.44353, 4.41580, 3.47112], [-1.47127, 3.48972, 3.82679], [-2.40880, 3.08828, 5.76524], [-0.71040, 2.61070, 5.64302], [-1.79831, 5.45260, 5.73924], [-0.51541, 4.77950, 6.75069], [1.02473, 4.69837, 4.88176], [0.09954, 6.15162, 4.45987], [-2.42865, 3.89676, 3.48021], [-1.29533, 2.53827, 3.32176], [8.15338, -0.51871, 3.74236], [8.13914, 0.45267, 2.57300], [8.23645, -0.49013, 1.38421], [7.59436, -1.71372, 1.77105], [7.36050, -1.68889, 3.18469], [7.72440, -0.11232, 4.65747], [9.17912, -0.82925, 3.95503], [7.18759, 0.99084, 2.54756], [8.94357, 1.18634, 2.60076], [9.27916, -0.71969, 1.14264], [7.75249, -0.08954, 0.49204], [6.28480, -1.55266, 3.34746], [7.65888, -2.64377, 3.61880]], "forces_ev_per_angstrom": [[0.2633, 0.1861, 0.1237], [-0.3562, -0.5456, 0.0819], [1.1132, 0.7379, -0.3878], [-0.1553, -0.2476, -0.4686], [-0.5165, -0.0844, 0.1850], [0.4677, 0.8618, -0.5287], [-0.8847, -0.4777, -0.4042], [0.4079, 0.2326, 0.1978], [-0.0153, 0.0426, 0.0015], [-0.4176, -0.4050, -0.1851], [0.8617, -0.2612, 1.0875], [-0.2904, 0.2559, -0.5064], [0.1350, 0.0625, 0.1774], [-0.1744, 0.0053, 0.2251], [-0.1042, 0.0351, -0.3703], [0.1983, 0.1050, -0.3149], [-0.2511, 0.0781, 0.2781], [-0.2962, -0.4110, 0.3166], [0.1125, -0.1318, 0.3373], [0.1540, -0.0609, 0.1839], [-0.0248, 0.1833, -0.1218], [0.1922, -0.1955, -0.0703], [-0.1452, 0.2225, 0.0008], [0.0719, -0.2377, 0.0204], [-0.0100, 0.1271, -0.1464], [-0.1137, 0.1559, 0.1648], [-0.0292, -0.0039, 0.0210], [0.0261, 0.0329, 0.0475], [-0.0066, -0.0176, -0.0290], [-0.0023, -0.0375, 0.0177], [-0.0313, 0.0350, -0.0886], [-0.0257, -0.0222, 0.0665], [0.0718, 0.0183, 0.0244], [-0.0814, -0.0725, -0.0185], [0.2291, -0.0522, 0.0368], [-0.2291, -0.0488, -0.1055], [0.2642, 0.0245, 0.0188], [-0.1915, -0.1685, -0.0606], [-0.1683, 0.2090, 0.0613], [-0.0169, -0.0170, 0.0235], [-0.0222, 0.0344, -0.0041], [0.0134, -0.0135, -0.0120], [0.0267, -0.0086, 0.0047], [-0.0340, -0.0728, -0.0504], [0.0286, -0.0169, 0.0720], [0.0213, 0.0616, -0.0203], [0.0024, -0.1126, 0.0934], [-0.1486, 0.1100, -0.1307], [0.1501, -0.1467, 0.0885], [-0.0623, 0.2142, -0.0323], [0.0020, -0.0975, -0.1109], [0.0698, -0.1071, 0.1721], [0.0078, 0.0056, 0.0295], [-0.0108, -0.0341, 0.0097], [0.0131, 0.0273, -0.0219], [-0.0213, 0.0217, 0.0182], [0.0680, 0.0023, -0.0375], [-0.0600, 0.0046, 0.0792], [-0.0550, -0.0547, -0.0498], [0.0223, 0.0701, 0.0567], [0.1134, -0.1824, 0.0558], [-0.1559, 0.1427, 0.0037], [0.1905, -0.0715, -0.0186], [-0.0652, -0.0599, 0.1513], [-0.0944, 0.1653, -0.1341], [-0.0012, 0.0320, -0.0133], [-0.0268, -0.0045, -0.0068], [0.0257, 0.0028, 0.0181], [0.0176, -0.0123, -0.0250], [0.0054, 0.0552, 0.0626], [-0.0052, -0.0297, -0.0901], [-0.0604, -0.0984, 0.0280], [0.0638, 0.0502, -0.0618], [0.1960, -0.0658, 0.0855], [-0.1769, 0.1278, -0.0344], [0.1524, -0.1697, -0.0875], [0.0273, 0.2786, 0.1759], [-0.2117, -0.0777, -0.0890], [-0.0155, -0.0165, -0.0173], [-0.0251, -0.0019, 0.0228], [0.0266, 0.0156, -0.0090], [0.0038, -0.0263, -0.0190], [0.0100, 0.0957, -0.0355], [-0.0250, -0.1044, -0.0216], [0.0090, -0.0103, 0.1004], [-0.0205, -0.0349, -0.0876]], "mulliken_charge": [-1.19, -0.27, -0.71, 0.11, 0.38, -0.14, -0.68, 0.35, -0.26, -0.36, 0.30, 0.28, 0.28, 0.26, 0.36, 0.46, 0.45, -0.14, 0.51, 0.50, 0.45, -0.36, -0.70, 0.44, -0.40, -0.44, 0.34, 0.20, 0.25, 0.39, 0.28, -0.47, 0.26, 0.20, -0.69, -0.40, -0.03, -0.20, -0.51, 0.37, 0.29, 0.27, 0.17, -0.04, 0.27, 0.29, 0.29, -0.57, -0.56, -0.47, -0.31, -0.43, 0.33, 0.27, 0.26, 0.34, 0.29, 0.27, 0.30, 0.27, -0.48, -0.57, -0.46, -0.40, -0.14, 0.34, 0.29, 0.26, 0.35, 0.27, 0.28, 0.17, 0.09, -0.55, -0.50, -0.39, -0.41, -0.25, 0.34, 0.26, 0.22, 0.34, 0.30, 0.26, 0.09, 0.30]}

=====

We obtain E values of -412.11741, -1746.19673, -4498.49602 hartree for the records listed above, in that order.